No. 1
83
Properties=species:S:1:pos:R:3 method="wB97M-V/def2-TZVPD" e_lumo_ev="-1.07 / -1.05" homo_lumo_gap_ev="5.8 / 5.8" spin_multiplicity=2
Co 0.0148 0.5652 1.4767
C -3.6682 1.9628 -2.4013
C -3.7436 2.8551 -1.3398
C -3.1740 2.5414 -0.1144
C -2.5351 1.3125 0.0530
C -2.4496 0.4188 -1.0191
C -3.0153 0.7486 -2.2369
N -1.9094 0.9960 1.2603
C -2.4607 1.2739 2.4336
C -3.8543 1.5319 2.6839
C -4.2921 1.7762 3.9490
C -3.4168 1.8079 5.0753
C -2.0929 1.5550 4.8898
C -1.6083 1.2807 3.5842
N -0.3289 1.0286 3.2898
N 0.6140 1.0243 4.1651
C 1.7639 0.5067 3.6306
C 2.9031 0.3535 4.4310
C 3.9884 -0.3075 3.9024
C 3.9270 -0.8211 2.6069
C 2.7833 -0.6103 1.8653
N 1.7391 0.0761 2.3448
H -4.1127 2.2178 -3.3549
H -4.2370 3.8109 -1.4677
H -3.1790 3.2548 0.6993
H -1.9417 -0.5219 -0.8701
H -2.9447 0.0521 -3.0635
H -4.5453 1.4872 1.8535
H -5.3494 1.9334 4.1223
H -3.8246 2.0106 6.0551
H -1.3811 1.5441 5.7042
H 2.8899 0.7242 5.4444
H 4.8756 -0.4516 4.5051
H 4.7430 -1.3868 2.1825
H 2.6625 -1.0128 0.8693
C 0.1202 6.1981 1.7208
N 0.8374 5.0200 1.2584
C 2.0818 5.0998 0.7500
C 2.7339 4.0015 0.3133
C 2.0264 2.7617 0.4020
N 0.8234 2.6571 0.9492
C 0.1732 3.7825 1.4010
O -0.9222 3.7871 1.9189
N 2.5742 1.6637 -0.1258
H 0.7474 7.0726 1.5673
H -0.1240 6.0942 2.7768
H -0.8097 6.3061 1.1648
H 2.5134 6.0905 0.7073
H 3.7225 4.0613 -0.1118
H 3.4963 1.6743 -0.5174
H 2.0633 0.7946 -0.0985
C 0.0341 -7.3386 -1.3082
C -0.3033 -5.9341 -1.7282
C -1.5862 -5.4474 -1.5037
C -1.9264 -4.1569 -1.8697
C -0.9936 -3.3403 -2.4787
C 0.2992 -3.8100 -2.6988
N 1.2579 -3.0047 -3.3320
C 1.1571 -1.6243 -3.4544
C 1.3423 -1.0440 -4.7134
C 1.1963 0.3177 -4.9044
C 0.8105 1.1270 -3.8456
C 0.6432 0.5630 -2.5948
C 0.8685 -0.7899 -2.3560
C 0.8874 -1.2802 -0.9162
O 1.4495 -2.3269 -0.6189
O 0.3159 -0.4963 -0.0733
C 0.6570 -5.1079 -2.3171
C 2.0744 -5.5478 -2.5244
H -0.8443 -7.8358 -0.8999
H 0.8104 -7.3531 -0.5404
H 0.3977 -7.9338 -2.1483
H -2.3212 -6.0890 -1.0337
H -2.9275 -3.7863 -1.6892
H -1.2621 -2.3382 -2.7884
H 1.8430 -3.4639 -4.0070
H 1.5677 -1.6909 -5.5537
H 1.3416 0.7337 -5.8931
H 0.6342 2.1843 -3.9928
H 0.3245 1.1765 -1.7631
H 2.7513 -4.7504 -2.2097
H 2.2932 -5.7725 -3.5746
H 2.3100 -6.4423 -1.9542

---

No. 2
77
Properties=species:S:1:pos:R:3 method="wB97M-V/def2-TZVPD" e_lumo_ev="-3.28 / -3.28" homo_lumo_gap_ev="7.2 / 7.2" charge=+1
Ru -0.5003 -0.3736 -0.2090
C 3.4041 1.3233 -0.8297
C 3.3448 2.4622 -0.0257
C 2.2255 2.6888 0.7475
C 1.1570 1.7882 0.6997
C 1.1945 0.6626 -0.1156
C 2.3468 0.4285 -0.8710
C -0.0692 1.9070 1.4645
C -0.3305 2.9821 2.3503
C -1.5026 3.0369 3.0215
C -2.4630 2.0135 2.8411
C -3.7015 2.0242 3.5242
C -4.5963 1.0093 3.3516
C -4.2755 -0.0601 2.4902
C -3.0900 -0.0878 1.8089
C -2.1545 0.9535 1.9662
N -0.9509 0.9232 1.2772
H 4.2876 1.1315 -1.4262
H 4.1736 3.1568 0.0010
H 2.1894 3.5632 1.3849
H 2.4390 -0.4612 -1.4816
H 0.4119 3.7547 2.4769
H -1.7132 3.8507 3.7061
H -3.9163 2.8454 4.1986
H -5.5400 1.0126 3.8820
H -4.9772 -0.8753 2.3696
H -2.8419 -0.9149 1.1613
C 0.4688 -1.5812 0.7372
Ge -0.0464 -3.2316 -0.2105
C 0.3719 -5.0153 0.4120
C -0.6150 -5.9595 0.6970
C -0.2682 -7.2571 1.0560
C 1.0664 -7.6275 1.1268
C 2.0594 -6.7004 0.8402
C 1.7129 -5.4051 0.4866
C -2.0127 -3.0042 -0.1038
C -2.7363 -3.3836 1.0377
C -4.1120 -3.2506 1.0921
C -4.8047 -2.6934 0.0180
C -4.1113 -2.2854 -1.1069
C -2.7235 -2.4465 -1.1716
C 0.2747 -3.0684 -2.1014
C 0.2310 -4.1929 -2.9241
C 0.3221 -4.0549 -4.3020
C 0.4630 -2.7957 -4.8734
C 0.5034 -1.6657 -4.0701
C 0.4129 -1.8146 -2.6927
H 1.3413 -1.5153 1.3903
H -1.6629 -5.6987 0.6247
H -1.0439 -7.9800 1.2768
H 1.3343 -8.6405 1.4003
H 3.1023 -6.9881 0.8897
H 2.5013 -4.6920 0.2659
H -2.2158 -3.8052 1.8909
H -4.6518 -3.5832 1.9705
H -5.8829 -2.5952 0.0594
H -4.6473 -1.8895 -1.9634
H -2.2123 -2.1944 -2.0936
H 0.1197 -5.1794 -2.4886
H 0.2819 -4.9320 -4.9353
H 0.5416 -2.6962 -5.9484
H 0.6099 -0.6809 -4.5070
H 0.4669 -0.8969 -2.0949
C -3.9300 4.0922 -0.5384
N -2.9147 3.2411 -1.1551
C -2.8579 1.9163 -1.2849
S -1.3964 1.2607 -1.9404
N -3.8581 1.1043 -0.9690
C -5.2216 1.3850 -0.5274
H -3.6243 5.1219 -0.6976
H -4.0007 3.9148 0.5353
H -4.9055 3.9598 -0.9978
H -2.0486 3.6838 -1.4112
H -3.6662 0.1430 -1.1972
H -5.8344 1.7700 -1.3426
H -5.2440 2.0732 0.3120
H -5.6414 0.4419 -0.1881

---

No. 3
88
Properties=species:S:1:pos:R:3 method="wB97M-V/def2-TZVPD" e_lumo_ev="3.89 / 3.89" homo_lumo_gap_ev="4.6 / 6.2" charge=-2 spin_multiplicity=6
Mn -0.0795 -0.0287 0.3748
N -4.3501 0.1179 9.4654
C -3.9575 0.2478 8.3721
C -3.5449 0.2024 7.0026
C -2.5255 -0.7373 6.6517
C -2.1920 -0.9059 5.3453
C -2.7325 -0.0085 4.4121
C -3.7451 0.9173 4.6729
C -4.1781 0.9987 6.0080
C -2.1218 0.0162 3.0632
C -1.6814 1.3328 2.5115
C -1.8406 2.6206 3.0320
C -1.2727 3.5049 2.0755
C -0.8183 2.7518 1.0276
N -1.0015 1.4075 1.2961
C -1.8996 -1.1846 2.2842
C -2.6700 -2.3632 2.4404
C -2.2437 -3.2444 1.4688
C -1.2436 -2.6401 0.7481
N -1.0647 -1.3629 1.1875
H -2.1913 -1.4080 7.4178
H -1.4721 -1.6998 5.0579
H -4.1529 1.5106 3.8892
H -4.9469 1.7567 6.2462
H -2.1604 2.9713 4.0259
H -1.3062 4.6073 2.0744
H -0.3462 3.0487 0.1329
H -3.4114 -2.4654 3.2044
H -2.5679 -4.2528 1.3697
H -0.6968 -3.0306 -0.1324
N 4.3789 -3.7096 5.9160
C 3.7996 -2.7231 5.1152
C 4.5165 -2.3684 3.9176
C 4.2039 -1.2106 3.2929
C 2.9668 -0.6181 3.5209
C 2.1411 -1.0484 4.6031
C 2.6340 -1.9879 5.4859
S 2.4520 0.8230 2.5832
O 1.3743 1.4547 3.2551
O 3.6506 1.5869 2.3177
N 1.8182 0.1706 1.1624
C 2.4625 -0.3677 0.0661
N 1.4985 -0.5521 -0.9089
C 1.8554 -0.8140 -2.1807
C 3.1774 -1.1693 -2.4095
C 4.0423 -1.2423 -1.2718
N 3.7748 -0.7015 -0.0934
H 5.4022 -3.6135 5.9426
H 4.0021 -3.8408 6.8915
H 5.3790 -2.9762 3.6501
H 4.9044 -0.8784 2.5312
H 1.1195 -0.6452 4.6761
H 2.2121 -2.1826 6.4725
H 1.1286 -0.7324 -2.9314
H 3.5081 -1.4105 -3.4390
H 5.0091 -1.7580 -1.2951
C -2.2865 -2.9460 -5.8203
C -1.6604 -1.6430 -6.1942
C -0.2866 -1.5213 -6.3586
C 0.2248 -0.2847 -6.7949
C -0.6818 0.8055 -6.8806
C -2.0380 0.7185 -6.5864
C -2.5358 -0.5288 -6.3156
S 0.0170 2.4357 -7.1633
O 1.1140 2.1915 -8.0930
O -1.0299 3.4051 -7.4524
N 0.5898 2.7518 -5.6751
C 0.8826 4.0392 -5.2194
C 0.8263 4.0770 -3.6826
C 1.3824 2.8594 -2.9710
O 2.1186 2.0428 -3.6060
O 1.0934 2.7275 -1.7357
H -1.7269 -3.8480 -6.1745
H -3.2824 -2.9306 -6.2932
H -2.4987 -3.1093 -4.7349
H 0.3109 -2.4158 -6.3692
H 1.2356 -0.2942 -7.2191
H -2.6433 1.6488 -6.6930
H -3.5622 -0.7337 -6.0975
H 1.1045 2.0141 -5.2025
H 0.1702 4.7488 -5.6659
H 1.9390 4.3422 -5.4810
H -0.1621 4.3491 -3.2339
H 1.4646 4.9548 -3.4193
C -1.1530 -0.0310 -1.4255
H -2.2094 0.1344 -1.1913
H -0.9767 -0.9668 -1.9289
H -0.7370 0.8420 -1.9173

---

No. 4
89
Properties=species:S:1:pos:R:3 method="wB97M-V/def2-TZVPD" e_lumo_ev="-0.81 / -0.60" homo_lumo_gap_ev="6.6 / 6.8" spin_multiplicity=2
Ru -0.2768 1.6246 0.0998
C 4.6675 -0.0935 -0.6288
N 3.6489 0.9378 -0.5307
C 3.7236 2.1888 -1.0756
C 2.5066 2.7759 -0.8666
N 1.7316 1.8981 -0.1970
C 2.4096 0.8113 0.0025
P 1.8331 -0.6415 0.8736
C 0.7001 0.3270 -2.1747
N -0.2906 1.2088 -1.9235
C -0.9910 1.4730 -3.0933
C -0.4656 0.7093 -4.0726
N 0.5675 -0.0291 -3.4825
C 1.4272 -0.9590 -4.1692
C 0.8474 0.0862 2.1663
N 0.1566 1.1983 2.1003
C -0.4612 1.3638 3.3030
C -0.0833 0.3518 4.1320
N 0.7343 -0.4569 3.4086
C 1.2696 -1.7358 3.8464
H 5.6498 0.3697 -0.6671
H 4.5187 -0.6876 -1.5305
H 4.6114 -0.7528 0.2333
H 4.6177 2.5580 -1.5451
H 2.1620 3.7569 -1.1377
H -1.8067 2.1761 -3.1277
H -0.7306 0.6107 -5.1129
H 1.9459 -0.4692 -4.9960
H 0.8518 -1.8014 -4.5612
H 2.1560 -1.3346 -3.4544
H -1.0742 2.2271 3.4957
H -0.3519 0.1301 5.1493
H 1.0441 -1.8658 4.9006
H 2.3485 -1.7653 3.6986
H 0.8191 -2.5403 3.2890
O 0.4474 4.8200 3.1593
S 0.8147 4.8940 1.7728
O 2.2161 4.8022 1.4572
N -0.0506 3.8239 0.8888
C -0.7927 4.4252 -0.0602
O -1.3833 3.7865 -0.9177
C -0.7681 5.9128 0.0319
C -1.4735 6.8197 -0.7356
C -1.2494 8.1723 -0.5123
C -0.3358 8.5969 0.4501
C 0.3604 7.6800 1.2286
C 0.1158 6.3409 1.0037
H -2.1725 6.4678 -1.4824
H -1.7815 8.9106 -1.0978
H -0.1596 9.6550 0.5914
H 1.0736 7.9985 1.9771
O -4.5832 0.8652 -0.2972
S -3.5484 1.7951 0.1386
N -2.1741 1.2648 0.2581
O 0.5108 -0.9898 -0.0112
Si -0.3679 -2.4192 0.0142
C -1.0482 -2.8500 1.7143
C -0.8406 -4.0904 2.3275
C -1.4323 -4.3926 3.5475
C -2.2440 -3.4556 4.1726
C -2.4763 -2.2246 3.5683
C -1.8792 -1.9234 2.3515
C -1.8999 -2.4312 -1.0514
C -1.8608 -1.9809 -2.3750
C -2.9865 -2.0179 -3.1823
C -4.1773 -2.5301 -2.6849
C -4.2315 -3.0014 -1.3815
C -3.1060 -2.9483 -0.5717
C 0.7692 -3.8060 -0.5800
C 0.4497 -4.5582 -1.7132
C 1.3170 -5.5265 -2.2052
C 2.5194 -5.7754 -1.5610
C 2.8545 -5.0508 -0.4252
C 1.9939 -4.0715 0.0490
H -0.2229 -4.8325 1.8326
H -1.2706 -5.3608 4.0047
H -2.7054 -3.6884 5.1243
H -3.1366 -1.5047 4.0365
H -2.0730 -0.9647 1.8741
H -0.9308 -1.6000 -2.7809
H -2.9332 -1.6468 -4.1978
H -5.0593 -2.5612 -3.3118
H -5.1548 -3.4094 -0.9905
H -3.1692 -3.3206 0.4429
H -0.4937 -4.3830 -2.2162
H 1.0544 -6.0839 -3.0953
H 3.1934 -6.5328 -1.9404
H 3.7889 -5.2488 0.0859
H 2.2770 -3.5001 0.9234

---

No. 5
78
Properties=species:S:1:pos:R:3 method="wB97M-V/def2-TZVPD" e_lumo_ev="-0.80 / -0.80" homo_lumo_gap_ev="6.8 / 6.8" spin_multiplicity=2
Au 0.1905 0.3953 -1.1257
N -9.5793 1.2135 2.2118
C -8.5308 1.1364 1.7482
C -7.2166 1.0382 1.1692
C -6.1500 0.5891 1.9447
C -4.8903 0.4871 1.3838
C -4.6757 0.8478 0.0559
C -5.7457 1.2969 -0.7105
C -7.0144 1.3876 -0.1624
C -3.3099 0.7403 -0.5296
C -2.7656 -0.5557 -0.5687
C -3.4842 -1.7598 -0.3866
C -2.6023 -2.7974 -0.6266
C -1.3712 -2.1998 -0.9262
N -1.4587 -0.8703 -0.8995
C -2.7306 1.9108 -0.9826
C -3.2676 3.2325 -0.8429
C -2.3602 4.0876 -1.3995
C -1.2875 3.2705 -1.8575
N -1.4974 1.9936 -1.6254
H -6.3179 0.3203 2.9788
H -4.0573 0.1255 1.9725
H -5.5799 1.5656 -1.7463
H -7.8495 1.7269 -0.7598
H -4.5339 -1.8389 -0.1518
H -2.8058 -3.8560 -0.5890
H -0.4282 -2.6849 -1.1326
H -4.2018 3.4879 -0.3689
H -2.4228 5.1620 -1.4755
H -0.3730 3.6132 -2.3273
C 3.6297 0.6157 -3.9762
Ge 2.1741 1.8048 -3.4023
C 2.7610 3.6627 -3.6170
C 0.6053 1.4281 -4.5091
C 1.8235 1.4533 -1.5222
H 3.9803 0.8919 -4.9731
H 3.2898 -0.4221 -4.0063
H 4.4716 0.6823 -3.2842
H 3.0387 3.8570 -4.6549
H 3.6286 3.8612 -2.9869
H 1.9700 4.3593 -3.3344
H 0.8623 1.5662 -5.5612
H -0.2392 2.0757 -4.2739
H 0.2801 0.3931 -4.3775
H 2.5962 1.7368 -0.8115
C 1.3206 1.4238 1.8736
Ge 1.4015 -0.2488 0.8633
C 0.3311 -1.6189 1.7453
C 0.6372 -2.9682 1.5771
C -0.1004 -3.9491 2.2257
C -1.1579 -3.5900 3.0519
C -1.4698 -2.2491 3.2316
C -0.7257 -1.2700 2.5838
C 3.1966 -0.9486 0.5444
C 3.6515 -1.1329 -0.7350
C 4.9536 -1.6166 -0.9948
C 5.7934 -1.9040 0.0397
C 5.3664 -1.7464 1.3819
C 6.2238 -2.0587 2.4661
C 5.7981 -1.9299 3.7564
C 4.4847 -1.4878 4.0228
C 3.6387 -1.1730 2.9973
C 4.0520 -1.2782 1.6428
H 1.7839 1.3148 2.8559
H 0.2798 1.7253 2.0050
H 1.8333 2.2114 1.3252
H 1.4671 -3.2585 0.9403
H 0.1495 -4.9936 2.0863
H -1.7355 -4.3539 3.5572
H -2.2893 -1.9655 3.8814
H -0.9826 -0.2254 2.7314
H 3.0086 -0.8847 -1.5717
H 5.2786 -1.7477 -2.0197
H 6.7992 -2.2644 -0.1460
H 7.2264 -2.4075 2.2472
H 6.4606 -2.1726 4.5778
H 4.1428 -1.4049 5.0470
H 2.6280 -0.8583 3.2296

---

No. 6
80
Properties=species:S:1:pos:R:3 method="wB97M-V/def2-TZVPD" e_lumo_ev=2.34 homo_lumo_gap_ev=7.2 charge=-1
Ba -0.3487 0.1643 -1.3499
C 6.1408 -4.2062 -2.6282
C 5.6541 -4.3082 -1.3348
C 4.6263 -3.4774 -0.9033
C 4.0675 -2.5363 -1.7628
C 4.5586 -2.4506 -3.0678
C 5.5890 -3.2705 -3.4955
P 2.6751 -1.4331 -1.3097
C 2.5138 -1.7386 0.4911
C 1.4883 -2.5728 0.9277
C 1.3132 -2.8401 2.2800
C 2.1678 -2.2719 3.2093
C 3.1925 -1.4323 2.7857
C 3.3603 -1.1614 1.4379
C 3.3603 0.2532 -1.3967
C 4.7334 0.5124 -1.3907
C 5.1800 1.8237 -1.4289
C 4.2428 2.8499 -1.4699
C 2.8832 2.5577 -1.4708
C 2.3597 1.2506 -1.4392
H 6.9441 -4.8511 -2.9618
H 6.0770 -5.0345 -0.6514
H 4.2609 -3.5613 0.1125
H 4.1318 -1.7226 -3.7491
H 5.9620 -3.1826 -4.5085
H 0.8094 -3.0116 0.2029
H 0.4936 -3.4680 2.6051
H 2.0208 -2.4580 4.2660
H 3.8494 -0.9722 3.5139
H 4.1417 -0.4854 1.1110
H 5.4521 -0.3007 -1.3598
H 6.2416 2.0427 -1.4273
H 4.5777 3.8821 -1.5071
H 2.2019 3.4074 -1.5158
Cl -1.4659 -2.8655 -2.0248
C -3.1869 -2.9248 -2.3472
C -3.7775 -4.1709 -2.2486
C -5.1347 -4.3044 -2.4868
C -5.8715 -3.1785 -2.8182
C -5.2527 -1.9455 -2.9106
Cl -6.2619 -0.5885 -3.3251
C -3.8734 -1.7429 -2.6858
S -3.1260 -0.1906 -2.8191
H -3.1698 -5.0249 -1.9826
H -5.6125 -5.2717 -2.4115
H -6.9344 -3.2454 -3.0062
C -3.0851 5.7672 1.4320
C -2.9626 4.2524 1.5437
N -2.9560 3.5893 0.2473
C -4.2652 3.2429 -0.2915
C -4.7188 1.8488 0.1209
C -1.8141 3.1875 -0.3736
C -0.5100 3.5388 0.2885
N -1.7649 2.5306 -1.4843
H -3.1371 6.2239 2.4220
H -3.9854 6.0455 0.8817
H -2.2275 6.1867 0.9045
H -3.8041 3.8510 2.1134
H -2.0697 3.9810 2.1014
H -4.2518 3.3425 -1.3786
H -4.9694 3.9953 0.0713
H -4.0420 1.0870 -0.2668
H -5.7110 1.6347 -0.2798
H -4.7576 1.7673 1.2091
H -0.4002 2.9951 1.2271
H -0.4368 4.6087 0.4878
H 0.3096 3.2494 -0.3669
H -2.6899 2.3234 -1.8538
N -0.7877 -0.2152 6.8657
C -0.7786 -0.1306 5.7168
C -0.7660 -0.0294 4.2854
C 0.2972 0.5962 3.6337
C 0.3004 0.6685 2.2490
C -0.7232 0.1496 1.4313
C -1.7711 -0.4646 2.1460
C -1.8096 -0.5655 3.5298
H 1.1146 1.0030 4.2194
H 1.1631 1.1471 1.7840
H -2.6084 -0.8983 1.6002
H -2.6358 -1.0532 4.0356

---

The calculation returns the following relative energy (zero: lowest compared OMol25 entry of this formula, charge and spin) values, one per record and in order: 0.0, 16.0, 45.0, 73.1, 19.7, 0.0 kcal per mole.